Below is 16 unconnected molecules or ions with the total composition H33O16, with properties calculated with ωB97M-V with the def2-TZVPD basis set.

Output
LUMO level (eV): -3.060
Charge: +1

```
49
Properties=species:S:1:pos:R:3:forces:R:3:nbo_charge:R:1
O 3.33534 -1.10311 -2.56568 0.428 -0.083 -0.004 -0.941
H 3.97064 -1.77595 -2.29533 -0.261 0.116 0.365 0.476
H 2.65102 -1.00332 -1.90032 0.282 -0.219 0.193 0.465
O -1.93789 0.42631 -2.94996 0.279 0.919 -1.553 -0.868
H 0.22447 -5.51780 2.60086 1.160 0.375 -0.978 0.478
H -0.80895 0.69684 -3.13004 -1.045 -1.747 1.258 0.565
O 0.64762 -4.64766 2.37091 -1.991 -1.069 1.591 -0.948
H 0.05426 -4.18860 3.00944 0.894 0.682 -0.707 0.473
H 1.11795 1.95090 1.62646 0.608 1.047 0.326 0.478
O -0.08082 2.45014 5.15131 -0.522 -0.212 0.290 -0.945
H 0.03057 2.18452 4.23677 0.414 0.378 -0.144 0.467
H -0.35156 -1.53516 -0.34976 0.376 -0.349 0.212 0.516
O 0.92185 -3.40898 -0.37442 0.746 -0.506 0.070 -0.978
H -2.23130 -0.54205 -3.09495 1.182 1.143 0.501 0.570
H 1.57231 -3.63526 -1.05059 -0.212 0.414 -0.497 0.475
O -2.57576 -0.71471 2.86178 -0.785 -0.459 -0.629 -0.954
H -2.58040 -1.01536 3.77360 0.503 0.390 0.075 0.488
H -4.12123 0.30008 0.86722 0.024 0.527 0.262 0.501
O -0.20468 3.55952 -3.06797 -0.249 -0.440 0.060 -0.962
H 0.21590 4.40138 -3.26499 -0.009 0.029 -0.045 0.490
H -0.92200 3.46306 -3.70544 0.146 0.284 -0.019 0.473
O 3.96423 0.45836 2.83850 0.247 0.129 -0.423 -0.946
H 0.78619 2.65331 5.50760 0.155 -0.012 -0.191 0.477
H 3.81344 -0.25026 3.46838 0.089 -0.120 -0.046 0.474
O 1.09165 2.82518 2.07731 0.379 -0.307 -0.149 -0.983
H 1.21612 -4.05179 0.29676 -0.752 0.405 0.498 0.505
O -3.59328 0.51571 0.09909 0.662 -1.019 -1.459 -1.000
H -2.01872 -1.88905 -1.72349 -0.004 -0.749 0.170 0.511
H -3.43904 1.45399 -0.00891 -0.604 0.338 1.053 0.494
O -1.45532 -2.02669 -2.49455 -0.038 0.096 -0.892 -0.983
H -1.55011 -2.90013 -2.89263 -0.347 -0.028 0.391 0.514
H -3.66703 3.15576 2.15834 0.151 0.178 -0.155 0.495
O 0.44975 0.33339 -2.49062 0.339 1.019 -1.502 -0.890
H -1.82707 -0.16718 2.63405 0.130 0.083 0.548 0.467
H -2.81942 3.77237 0.99951 -0.044 0.223 0.319 0.486
O -0.75206 -0.68254 -0.55067 0.300 1.195 1.355 -0.992
H -0.31043 0.00917 0.00096 -0.698 -1.132 -0.085 0.475
H 0.29774 0.70976 -1.61805 0.282 -0.036 -0.151 0.498
O -3.33547 3.00732 1.26510 0.032 -0.127 -0.162 -0.975
H 0.31434 -0.62116 -2.38649 -0.139 -0.019 0.044 0.527
H 2.02330 3.07075 2.26377 -0.823 -0.419 -0.216 0.491
O 2.23795 -0.48494 -4.83827 -1.570 -0.747 -0.963 -0.972
H 1.86778 0.34112 -4.51620 1.117 0.098 0.038 0.479
H 3.18774 -0.56824 -4.88821 0.058 0.813 0.476 0.493
O 1.07418 0.16288 1.94051 0.100 0.118 -0.434 -0.940
H 0.42692 0.57532 2.52383 -0.113 -0.501 0.139 0.482
H -2.15852 0.76654 -2.07191 -0.414 -0.468 0.229 0.542
H 4.54033 0.09975 2.14420 -0.245 0.070 0.479 0.473
H 0.70749 -0.61350 1.51318 -0.220 -0.303 0.458 0.477
```
Positions in Å, forces in eV/Å.



Below is a molecular structure, C41H44IN2P2Si2Sn, with properties calculated with ωB97M-V with the def2-TZVPD basis set.

Output
LUMO level (eV): -2.589
Charge: +1

```
93
Properties=species:S:1:pos:R:3:forces:R:3:mulliken_charge:R:1
Sn 0.07660 -0.89739 -1.75002 0.063 0.283 0.004 0.091
C 3.53461 -0.15311 -3.43184 -0.022 0.031 -0.001 -1.048
Si 3.68493 -0.96783 -1.76008 0.104 0.055 0.079 -0.132
C 3.84825 -2.81626 -1.99383 -0.006 0.001 0.024 -1.137
C 5.20779 -0.32664 -0.87771 0.044 -0.039 -0.091 -0.953
N 2.23283 -0.59696 -0.87029 -0.118 -0.300 0.057 0.205
P 1.83380 -0.05537 0.56357 0.139 0.065 -0.063 1.368
C 0.15554 0.51856 0.24585 0.326 0.102 -0.233 -0.942
P -0.64426 1.55957 1.37778 -0.205 -0.071 0.251 0.309
N 0.07228 2.07060 0.01672 -0.119 -0.059 0.036 0.264
Si -0.37554 3.12762 -1.33638 0.031 0.011 -0.040 0.194
C 0.70632 2.68687 -2.78700 -0.044 0.047 -0.006 -0.532
C -0.00136 4.83487 -0.68454 0.025 -0.018 -0.042 -1.053
C -2.19103 2.98747 -1.72964 0.036 0.025 -0.045 -0.853
C 0.03824 2.27736 2.85286 0.050 0.029 0.012 1.280
C -0.32638 1.77038 4.10132 0.006 0.001 0.006 -0.645
C 0.19128 2.34843 5.24739 -0.019 -0.005 -0.013 -0.902
C 1.04034 3.44462 5.14676 0.002 0.007 0.025 -0.630
C 1.38818 3.95754 3.90538 0.019 -0.001 0.012 -0.710
C 0.90003 3.36749 2.75118 0.008 -0.028 -0.013 -0.278
C -2.38332 1.32129 1.62784 -0.078 0.095 -0.011 0.667
C -3.17898 2.39544 2.03775 0.041 -0.001 0.003 -0.534
C -4.52190 2.19056 2.29060 -0.015 0.001 0.003 -0.737
C -5.06276 0.91376 2.16913 -0.001 0.000 0.001 -0.656
C -4.26808 -0.15680 1.79000 -0.012 0.008 -0.008 -0.998
C -2.92546 0.04558 1.50632 0.053 -0.033 0.025 0.201
C 1.75025 -1.28089 1.88695 -0.167 -0.003 -0.016 0.480
C 2.88874 -2.03517 2.16153 0.042 -0.019 -0.013 -0.255
C 2.86310 -3.01035 3.14523 0.013 0.000 0.006 -0.850
C 1.69560 -3.24474 3.85942 -0.031 0.002 0.003 -0.791
C 0.55368 -2.50641 3.58529 0.013 -0.023 -0.007 -0.970
C 0.58107 -1.52917 2.60179 0.026 -0.005 -0.020 -0.054
C 2.94168 1.23238 1.15895 -0.024 0.019 0.001 1.237
C 3.28768 2.25307 0.27202 0.008 0.038 0.022 -0.632
C 4.12396 3.27850 0.68126 -0.016 -0.012 -0.022 -0.935
C 4.63325 3.28204 1.97486 0.009 0.011 -0.004 -0.705
C 4.29877 2.26684 2.85846 0.003 0.023 0.012 -0.762
C 3.44683 1.24863 2.45674 -0.028 -0.020 0.009 -0.808
H 4.39880 -0.38074 -4.06000 -0.005 -0.018 0.010 0.374
H 2.63987 -0.49018 -3.96120 0.009 -0.004 -0.007 0.294
H 3.47089 0.93401 -3.33906 0.011 -0.010 0.004 0.272
H 4.72058 -3.03368 -2.61544 -0.005 0.009 0.001 0.432
H 3.98602 -3.34027 -1.04434 -0.006 0.007 0.008 0.307
H 2.97742 -3.25115 -2.49132 0.003 0.023 -0.001 0.343
H 6.09067 -0.71592 -1.39308 0.007 0.021 0.021 0.548
H 5.27228 0.76257 -0.89127 -0.015 -0.022 -0.012 0.256
H 5.27490 -0.64619 0.16412 -0.020 -0.028 0.022 0.284
H 1.67925 2.30796 -2.47081 -0.004 0.023 -0.004 -0.203
H 0.25883 1.92831 -3.42982 -0.025 0.005 0.020 0.298
H 0.87489 3.58308 -3.38993 0.010 -0.020 -0.019 0.549
H 1.06164 4.94940 -0.45927 -0.002 -0.004 -0.005 0.306
H -0.26608 5.58797 -1.43083 -0.002 0.001 0.014 0.435
H -0.56711 5.06264 0.22252 -0.007 -0.021 -0.001 0.324
H -2.49074 1.95692 -1.92098 0.014 -0.041 -0.010 0.015
H -2.81426 3.37243 -0.91923 0.012 -0.002 0.003 0.282
H -2.41359 3.57126 -2.62715 -0.024 -0.004 0.019 0.436
H -1.01240 0.93451 4.17620 -0.001 0.005 0.002 0.448
H -0.07687 1.95558 6.21881 0.000 0.000 -0.004 0.470
H 1.42914 3.90356 6.04657 0.001 -0.001 -0.007 0.434
H 2.04970 4.81055 3.83439 -0.003 -0.001 -0.003 0.477
H 1.19055 3.73506 1.77541 -0.006 0.009 0.002 0.267
H -2.74596 3.38131 2.16569 -0.006 0.000 -0.011 0.488
H -5.14712 3.01878 2.59522 0.000 0.000 -0.005 0.447
H -6.11213 0.75591 2.38141 0.004 -0.001 0.001 0.434
H -4.68667 -1.15100 1.70679 0.003 0.007 0.000 0.525
H -2.29854 -0.78543 1.20403 -0.023 0.004 -0.031 0.412
H 3.80181 -1.86366 1.60298 0.021 0.013 -0.031 0.251
H 3.75289 -3.58952 3.35438 0.001 0.003 -0.007 0.471
H 1.67383 -4.01127 4.62307 0.003 0.007 -0.001 0.410
H -0.36328 -2.70021 4.12683 0.001 -0.002 -0.004 0.499
H -0.32966 -0.99074 2.37243 0.029 -0.008 0.012 0.136
H 2.91480 2.23268 -0.74450 0.009 -0.006 0.027 0.322
H 4.39311 4.06470 -0.01247 0.003 0.002 0.009 0.479
H 5.30045 4.07462 2.28898 -0.006 -0.005 0.000 0.442
H 4.69882 2.26750 3.86407 0.000 -0.003 -0.007 0.447
H 3.17992 0.46694 3.15647 -0.006 0.012 0.000 0.528
I -3.13747 -1.04592 -1.88775 -0.063 -0.115 0.048 0.108
C -2.97409 -2.67925 -0.57752 0.069 -0.112 0.060 -0.056
C -4.16443 -3.20442 -0.15831 -0.044 0.034 -0.026 -0.535
C -4.19196 -4.33994 0.67433 0.051 -0.028 0.012 -0.724
C -3.01804 -4.92710 1.03579 -0.013 0.043 -0.017 -0.879
C -1.77384 -4.40388 0.60337 -0.033 -0.056 0.039 1.143
C -0.58397 -5.07948 0.96936 0.053 0.021 -0.021 -1.078
C 0.62651 -4.61801 0.55451 -0.073 -0.023 0.040 -0.860
C 0.68817 -3.43213 -0.20443 0.014 0.023 -0.021 0.349
C -0.42207 -2.71203 -0.57956 -0.057 -0.089 0.016 -0.035
C -1.70682 -3.23145 -0.20609 -0.064 0.132 -0.051 0.831
H -5.09684 -2.75958 -0.48072 0.011 -0.003 -0.003 0.491
H -5.14190 -4.74533 0.99579 0.003 0.004 -0.003 0.439
H -3.01238 -5.81743 1.65266 -0.007 0.003 -0.001 0.411
H -0.66672 -5.97696 1.57055 0.008 0.003 0.001 0.397
H 1.53825 -5.14049 0.81546 0.000 0.001 -0.004 0.500
H 1.67175 -3.06900 -0.47512 0.013 -0.001 -0.017 -0.234
```
Positions in Å, forces in eV/Å.



Below is a gas-phase ion, C3H6N5 (charge +1), with properties calculated with ωB97M-V with the def2-TZVPD basis set.

Output
LUMO level (eV): -4.568
Charge: +1
SMILES: C=Cn1nnnc1[NH3+]

```
14
Properties=species:S:1:pos:R:3:forces:R:3:nbo_charge:R:1
C -0.60258 2.35267 -0.10770 -2.024 2.503 -1.290 -0.293
C -0.39297 1.09864 0.09076 0.406 -1.258 0.948 -0.100
C 1.52731 -0.59886 -0.00230 -2.403 2.096 -0.956 0.383
N 0.93399 0.69719 0.07966 2.135 -3.703 -0.162 -0.179
N 2.77522 -0.50074 -0.03562 1.375 -0.394 0.370 -0.222
N 1.95358 1.52689 0.13703 0.733 -1.279 0.246 0.017
N 3.01297 0.79060 0.10515 1.990 2.237 -0.236 -0.026
N 0.78762 -1.81948 -0.15936 -1.354 -1.518 1.152 -0.706
H -1.63564 2.75161 -0.19931 0.998 -0.179 0.501 0.249
H 0.25640 2.98243 -0.35571 -0.584 -0.021 0.053 0.251
H -0.98156 0.31408 0.51286 -1.222 -0.018 -0.229 0.197
H 1.19275 -2.69036 0.33848 -0.385 1.901 -0.390 0.493
H 0.53108 -2.20931 -1.10191 0.390 1.116 0.429 0.477
H -0.07555 -1.49828 0.33270 -0.055 -1.482 -0.435 0.459
```
Positions in Å, forces in eV/Å.



no.,largest force on an atom (eV/A),energy (eV)
1,2.76,-33287.6501
2,0.41,-94474.6102
3,4.28,-10647.9166